*1*
This record from the Open Molecules 2025 dataset describes a cluster of 9 separate species, C5H29N2O8 in total. The level of theory is ωB97M-V/def2-TZVPD.

```
! RIJCOSX wB97M-V def2-TZVPD def2/J DEFGRID3
* xyz 1 1
C 0.40224 -0.65015 1.61370
N -0.79079 -1.48059 1.09353
C 0.89961 0.33181 0.55119
N -0.37515 0.80233 -0.17831
C -0.14749 2.30956 -0.40191
C 0.54507 2.77069 0.89931
C 1.43045 1.54927 1.32970
H 1.27345 -1.27229 1.89919
H 0.01276 -0.13238 2.54721
H -0.39933 -2.14099 0.38055
H -1.06396 -2.00980 1.98689
H 1.58120 -0.07817 -0.14281
H -1.16297 0.70234 0.49264
H -0.64542 0.18965 -0.96640
H -1.15831 2.79947 -0.67439
H 0.42206 2.40432 -1.34434
H 1.15434 3.67252 0.56405
H -0.30889 2.95655 1.65370
H 2.55864 1.84843 1.10599
H 1.64606 1.30987 2.36387
H -1.70451 -0.30309 4.24151
H -2.20497 1.04923 4.41635
O -1.37055 0.64101 4.23883
H 3.02889 -1.26402 -2.15834
H 3.72018 -1.99272 -1.07394
O 2.82087 -1.70757 -1.31014
H 1.56480 -2.80989 -0.95039
H 0.67010 -3.90389 -0.50204
O 0.59676 -3.03513 -0.92322
H -4.04436 -0.68816 2.73213
H -3.04531 0.38989 2.19587
O -3.51743 0.07173 2.91926
H 0.69097 -2.09025 -3.17311
H 0.09340 -1.83987 -4.46487
O 0.42629 -1.38059 -3.73076
H 3.40521 -0.54499 -3.60845
H 2.35031 -1.41476 -4.11280
O 3.24955 -1.45925 -3.70577
H -3.11699 2.72901 0.92342
H -2.72365 2.39621 2.22421
O -2.44404 2.17886 1.34338
H -0.95717 0.24449 -3.65782
H -1.74356 -1.01809 -3.49115
O -1.61837 -0.13060 -3.14551
*
```

Calculated values
orbital gap = 10.159 eV

---

*2*
This record from the Open Molecules 2025 dataset describes a cluster of 8 separate species, C5H29N2O8 in total. The level of theory is ωB97M-V/def2-TZVPD.

```
! RIJCOSX wB97M-V def2-TZVPD def2/J DEFGRID3
* xyz 1 1
N 2.93661 -0.76839 0.28343
C 2.64873 -0.57508 1.72801
C 1.39108 0.27027 1.93408
N 0.32387 -0.20112 1.07894
C -1.28480 1.40372 2.02422
C -1.06689 -0.04672 1.56106
C -2.01220 -0.24425 0.38324
O -1.83322 -1.57897 -0.14718
H 2.77721 0.09643 -0.26781
H 2.46706 -1.60192 -0.15317
H 3.94461 -0.86584 0.18735
H 3.50050 -0.29555 2.33956
H 2.49370 -1.60675 2.05512
H 1.05822 0.20988 2.96361
H 1.76578 1.29210 1.76529
H 0.48080 0.14795 0.14993
H -1.12968 2.16461 1.26240
H -0.53808 1.62427 2.79759
H -2.25878 1.54000 2.50004
H -1.09518 -0.75817 2.37983
H -3.04701 -0.16351 0.72275
H -1.77331 0.48669 -0.37978
H -1.59699 -2.28210 0.50081
H 1.40113 1.11481 -2.51623
H 0.83942 2.13555 -1.50336
O 1.55386 1.50504 -1.62143
H -2.07005 2.98930 -1.76316
H -1.33402 1.80962 -2.63063
O -1.95283 1.96642 -1.90658
H -0.57580 -4.19003 1.80175
H -2.02263 -4.02267 1.83408
O -1.24414 -3.47201 1.70572
H 0.56056 -2.38774 -1.41022
H 0.55034 -2.18223 0.13198
O 1.12659 -2.40029 -0.63961
H -1.34580 -2.53983 -2.85381
H -1.43234 -1.62697 -1.47738
O -1.01877 -1.73047 -2.43697
H -0.27326 4.50498 0.12873
H 0.34718 4.86694 -1.20083
O -0.13315 4.18591 -0.76593
H -0.55590 -0.09990 -2.96532
H -0.43626 0.60003 -4.24690
O -0.13612 0.72597 -3.33320
*
```

Calculated values
orbital gap = 9.798 eV

---

Most stable: *2*

---

*1*
This record from the Open Molecules 2025 dataset describes a cluster of 4 separate species, C3H8N4S in total. The level of theory is ωB97M-V/def2-TZVPD.

```
! RIJCOSX wB97M-V def2-TZVPD def2/J DEFGRID3
* xyz 0 1
C -2.19862 -0.76026 -0.24453
C -0.22485 0.66891 -0.81086
C 1.86270 1.09577 0.42139
H -3.03824 0.51216 -0.21468
H -2.01046 -1.27164 -1.71007
H -2.36085 -1.77430 0.85545
H 0.61677 -0.69695 1.26768
H -0.47408 0.39457 1.96618
H -1.00590 1.16283 -1.57476
H 1.82573 2.05034 0.92072
H 1.82464 -0.71691 -1.34268
N -0.86264 -0.32154 -0.08327
N -0.37320 -0.45120 1.23861
N 0.99548 1.04986 -0.78730
N 2.81376 0.24875 0.47172
S 2.60976 -1.19040 -0.37360
*
```

Calculated values
orbital gap = 8.726 eV

---

*2*
This record from the Open Molecules 2025 dataset describes a structure of composition C3H8N4S. The level of theory is ωB97M-V/def2-TZVPD.

```
! RIJCOSX wB97M-V def2-TZVPD def2/J DEFGRID3
* xyz 0 1
C 0.04971 1.64151 0.04659
C -2.18263 -0.68998 -0.48843
C 1.20467 -0.54801 -0.03952
H -0.84528 2.11107 -0.62913
H 1.07133 1.89920 -0.33402
H 0.07456 1.86210 1.09011
H -1.14851 -0.48554 1.31446
H -2.00165 -0.14782 -1.47024
H -3.40275 -1.74539 0.81233
H 1.02900 -1.56373 0.16300
H 4.55595 0.18716 -0.54247
N 0.02266 0.16456 -0.06517
N -1.00149 -0.56615 0.35969
N -3.33533 -1.18134 -0.10975
N 2.35803 0.04604 -0.05049
S 3.55175 -0.98368 -0.05695
*
```

Calculated values
orbital gap = 8.369 eV

---

*3*
This record from the Open Molecules 2025 dataset describes a cluster of 2 separate species, C3H8N4S in total. The level of theory is ωB97M-V/def2-TZVPD.

```
! RIJCOSX wB97M-V def2-TZVPD def2/J DEFGRID3
* xyz 0 1
C 1.74838 1.68634 0.68972
C 1.13100 -0.42588 -0.34493
C -0.33760 -0.06057 -0.21960
H 2.31160 1.73210 1.57378
H 1.57032 2.70554 0.17038
H 0.74141 1.62780 1.37132
H 0.83676 -2.61219 -0.83271
H 2.38469 -2.12042 -0.13937
H -0.17108 1.69141 -1.18396
H -2.59332 0.44070 0.68371
H -2.47002 0.66851 -1.39944
N 1.97935 0.33977 0.14606
N 1.51884 -1.72965 -0.75244
N -0.77922 1.11123 -0.71657
N -2.13858 1.33295 -0.42296
S -1.37023 -1.16955 0.70166
*
```

Calculated values
orbital gap = 8.547 eV

---

Most stable: *2*